Here is a gas-phase ion, C6H11N4 (charge +1) from the Open Molecules 2025 dataset. Energies are from ωB97M-V/def2-TZVPD.

Its expectation value of S² is 2.013. The value obtained for the largest force on an atom is 5.7 eV Å⁻¹. The LUMO energy (alpha / beta) comes out at -0.1304 / -0.2709 Ha. The value obtained for the energy above the lowest of the compared OMol25 structures with the same formula, charge and spin is 96.5 kcal/mol. The electronic energy comes out at -12346.44178 eV. As for the spin multiplicity: 3. The total charge is +1.

Last column: Mulliken spin population.
Positions of all 21 atoms, in Å:
C1 -0.964 -0.437 -0.097  0.03
C2 -0.682 -1.367 1.046  -0.03
C3 1.249 1.568 1.064  0.11
C4 0.772 -1.230 1.427  0.66
C5 -2.302 -0.690 -0.625  0.00
C6 1.801 0.693 -1.284  0.00
N1 -0.266 0.527 -0.448  0.38
N2 1.279 0.839 2.435  -0.02
N3 0.999 -0.299 2.310  0.31
N4 1.035 0.701 -0.007  0.49
H1 -1.297 -0.982 1.970  0.01
H2 -1.148 -2.373 0.712  0.01
H3 0.466 2.185 1.230  0.00
H4 2.301 2.088 0.963  -0.01
H5 1.531 -2.000 1.234  0.01
H6 -2.781 0.322 -0.583  0.00
H7 -2.827 -1.293 0.053  0.00
H8 -2.320 -1.050 -1.661  0.00
H9 1.539 -0.173 -1.826  0.01
H10 1.501 1.636 -1.924  0.03
H11 2.884 0.666 -1.072  0.00